Entry from the OMol25 dataset: the ion C3H8N with charge +1 in a non-equilibrium geometry (the ωB97M-V functional and the def2-TZVPD basis).

The value obtained for the LUMO energy is -4.08 eV. The SMILES is C/C=C/[NH3+]. The energy above the lowest of the compared OMol25 structures with the same formula, charge and spin comes out at 124.1 kJ/mol. The orbital gap comes out at 10.748 eV. As for the net charge: +1. As for the strongest force on any atom: 3.7 eV/Å.

Geometry as XYZ:
```
12
Properties=species:S:1:pos:R:3:nbo_charge:R:1
C -0.755 1.646 -0.731 -0.655
C -0.277 0.188 -0.667 -0.139
C 0.637 -0.149 0.239 -0.105
N 0.484 -1.562 0.955 -0.718
H -1.150 1.799 -1.791 0.239
H -0.019 2.487 -0.615 0.252
H -1.597 1.744 -0.084 0.248
H -0.924 -0.447 -1.316 0.242
H 1.347 0.668 0.697 0.265
H -0.206 -1.519 1.722 0.447
H 1.448 -1.742 1.397 0.469
H 0.085 -2.169 0.255 0.454
```

---

Entry from the OMol25 dataset: a cluster of 2 separate species, C3H8N2 in total in a non-equilibrium geometry (the ωB97M-V functional and the def2-TZVPD basis).

The value obtained for the LUMO energy is 0.99 eV. The SMILES is [H]/N=C/C.C=N. The energy above the lowest of the compared OMol25 structures with the same formula, charge and spin comes out at 300.6 kJ/mol. The orbital gap comes out at 10.212 eV. As for the strongest force on any atom: 3.5 eV/Å.

Geometry as XYZ:
```
13
Properties=species:S:1:pos:R:3:nbo_charge:R:1
C -2.540 -0.768 0.070 -0.037
C 1.314 0.195 0.061 0.153
C 1.439 -0.737 1.274 -0.710
N -2.197 0.424 -0.091 -0.611
N 0.468 -0.044 -0.848 -0.655
H -1.753 -1.641 0.228 0.118
H -3.541 -1.166 0.045 0.158
H 2.153 1.070 -0.082 0.152
H 1.368 -1.831 0.962 0.248
H 0.500 -0.685 1.913 0.241
H 2.344 -0.417 1.917 0.229
H -1.177 0.596 -0.040 0.359
H 0.577 0.621 -1.640 0.353
```

---

Entry from the OMol25 dataset: the molecule C3H8N2 in a non-equilibrium geometry (the ωB97M-V functional and the def2-TZVPD basis).

The value obtained for the LUMO energy is 1.00 eV. The SMILES is C=NN(C)C. The energy above the lowest of the compared OMol25 structures with the same formula, charge and spin comes out at 300.2 kJ/mol. The orbital gap comes out at 9.108 eV. As for the strongest force on any atom: 1.9 eV/Å.

Geometry as XYZ:
```
13
Properties=species:S:1:pos:R:3:nbo_charge:R:1
C 1.056 -0.735 0.554 -0.438
C -0.113 -0.737 -1.602 -0.407
C -0.542 1.283 1.274 -0.250
H 1.358 -1.694 0.112 0.214
H 0.624 -1.032 1.569 0.205
H 1.964 -0.010 0.568 0.191
H -0.032 -0.062 -2.487 0.201
H 0.647 -1.447 -1.838 0.199
H -1.067 -1.273 -1.711 0.196
H 0.281 0.936 1.941 0.161
H -1.067 2.191 1.531 0.189
N 0.009 -0.275 -0.243 -0.266
N -0.740 0.778 0.094 -0.195
```

---

Entry from the OMol25 dataset: the molecule C3H8N2 in a non-equilibrium geometry (the ωB97M-V functional and the def2-TZVPD basis).

The value obtained for the LUMO energy is 0.99 eV. The SMILES is [H]/N=C\NCC. The energy above the lowest of the compared OMol25 structures with the same formula, charge and spin comes out at 222.6 kJ/mol. The orbital gap comes out at 10.069 eV. As for the strongest force on any atom: 3.4 eV/Å.

Geometry as XYZ:
```
13
Properties=species:S:1:pos:R:3:nbo_charge:R:1
C 1.077 0.712 1.187 -0.645
C 0.736 -0.635 0.382 -0.222
C -1.505 -0.268 -0.653 0.297
H 0.210 1.156 1.780 0.205
H 1.439 1.521 0.507 0.214
H 1.685 0.537 2.034 0.221
H 1.813 -0.745 -0.219 0.200
H 0.369 -1.551 0.964 0.217
H 0.277 -0.066 -1.604 0.374
H -1.731 -0.279 0.456 0.150
H -1.919 0.089 -2.490 0.332
N -0.145 -0.565 -0.803 -0.650
N -2.305 0.093 -1.540 -0.691
```

---

Entry from the OMol25 dataset: the molecule C3H8N2 (the ωB97M-V functional and the def2-TZVPD basis).

The value obtained for the LUMO energy is 0.49 eV. The energy above the lowest of the compared OMol25 structures with the same formula, charge and spin comes out at 360.1 kJ/mol. The orbital gap comes out at 5.882 eV. As for the strongest force on any atom: 0.4 eV/Å.

Geometry as XYZ:
```
13
Properties=species:S:1:pos:R:3:nbo_charge:R:1
C -0.004 0.618 0.159 0.582
C -0.178 -0.812 0.610 -0.493
C 0.259 -1.644 -0.544 -0.932
N -1.056 1.426 0.117 -0.751
N 1.217 1.052 -0.184 -0.784
H -1.047 2.340 -0.308 0.398
H -1.932 1.089 0.490 0.410
H 1.326 1.884 -0.741 0.386
H 1.778 0.250 -0.487 0.435
H -1.223 -0.907 0.983 0.157
H 0.480 -0.945 1.478 0.229
H -0.517 -1.867 -1.270 0.175
H 0.898 -2.484 -0.302 0.188
```

---

Entry from the OMol25 dataset: a cluster of 2 separate species, C3H8N2 in total (the ωB97M-V functional and the def2-TZVPD basis).

The value obtained for the LUMO energy is 1.10 eV. The SMILES is [H]/N=C/N.C=C. The energy above the lowest of the compared OMol25 structures with the same formula, charge and spin comes out at 199.2 kJ/mol. The orbital gap comes out at 10.240 eV. As for the strongest force on any atom: 0.9 eV/Å.

Geometry as XYZ:
```
13
Properties=species:S:1:pos:R:3:nbo_charge:R:1
C 2.068 -0.612 0.224 -0.393
C 1.509 -0.088 1.305 -0.386
H 2.488 -1.608 0.139 0.191
H 2.312 0.046 -0.606 0.192
H 1.448 -0.666 2.222 0.190
H 1.135 0.929 1.278 0.204
N -1.975 0.097 0.281 -0.821
C -1.420 0.135 -0.961 0.283
N -1.152 1.244 -1.512 -0.740
H -2.249 0.964 0.711 0.397
H -2.089 -0.751 0.800 0.392
H -1.302 -0.842 -1.434 0.148
H -0.773 1.153 -2.446 0.343
```

---

Entry from the OMol25 dataset: a structure of composition C3H8N2 in a non-equilibrium geometry (the ωB97M-V functional and the def2-TZVPD basis).

The value obtained for the LUMO energy is 0.51 eV. The energy above the lowest of the compared OMol25 structures with the same formula, charge and spin comes out at 534.6 kJ/mol. The orbital gap comes out at 9.141 eV. As for the strongest force on any atom: 5.1 eV/Å.

Geometry as XYZ:
```
13
Properties=species:S:1:pos:R:3:nbo_charge:R:1
C -0.122 1.321 -0.859 -0.424
C -0.967 -0.425 0.811 -0.447
C 1.161 -0.633 -0.290 0.278
H -0.790 2.064 -0.153 0.219
H -0.621 1.149 -1.978 0.211
H 0.926 1.842 -0.896 0.223
H -0.757 -1.809 1.104 0.237
H -2.185 -0.234 0.103 0.228
H -0.749 0.345 1.894 0.224
H 1.878 -0.175 -1.005 0.172
H 0.713 -1.823 1.036 0.302
N -0.018 0.029 -0.211 -0.524
N 1.531 -1.650 0.444 -0.698
```

---

Entry from the OMol25 dataset: the molecule C3H8N2 in a non-equilibrium geometry (the ωB97M-V functional and the def2-TZVPD basis).

The value obtained for the LUMO energy is 1.05 eV. The SMILES is [H]/N=C\NCC. The energy above the lowest of the compared OMol25 structures with the same formula, charge and spin comes out at 197.1 kJ/mol. The orbital gap comes out at 9.279 eV. As for the strongest force on any atom: 2.1 eV/Å.

Geometry as XYZ:
```
13
Properties=species:S:1:pos:R:3:nbo_charge:R:1
C -0.791 0.130 -1.635 -0.613
C 0.044 0.813 -0.559 -0.216
N 0.670 -0.158 0.340 -0.608
C 0.160 -0.422 1.568 0.356
N 0.766 -0.935 2.566 -0.836
H -0.214 -0.597 -2.202 0.210
H -1.668 -0.344 -1.194 0.209
H -1.177 0.863 -2.345 0.209
H -0.604 1.443 0.050 0.196
H 0.838 1.397 -1.022 0.199
H 1.656 -0.341 0.246 0.395
H -0.846 0.009 1.686 0.129
H 1.166 -1.859 2.500 0.370
```

---

Entry from the OMol25 dataset: the molecule C3H8N2 in a non-equilibrium geometry (the ωB97M-V functional and the def2-TZVPD basis).

The value obtained for the LUMO energy is 0.87 eV. The SMILES is [H]/N=C(/C)NC. The energy above the lowest of the compared OMol25 structures with the same formula, charge and spin comes out at 285.8 kJ/mol. The orbital gap comes out at 9.648 eV. As for the strongest force on any atom: 4.0 eV/Å.

Geometry as XYZ:
```
13
Properties=species:S:1:pos:R:3:nbo_charge:R:1
C 1.964 0.106 0.105 -0.428
C -0.596 -0.132 -0.014 0.427
C -0.768 1.357 -0.036 -0.692
H 1.818 0.928 -0.598 0.207
H 2.831 -0.498 -0.475 0.225
H 2.002 0.375 1.236 0.214
H 0.615 -1.733 -0.130 0.390
H 0.160 1.775 -0.622 0.207
H -1.884 1.463 -0.652 0.269
H -0.874 1.887 1.098 0.245
H -1.502 -1.775 0.222 0.320
N 0.698 -0.683 -0.116 -0.657
N -1.664 -0.804 0.058 -0.728
```

---

Entry from the OMol25 dataset: a structure of composition C3H8N2 in a non-equilibrium geometry (the ωB97M-V functional and the def2-TZVPD basis).

The value obtained for the LUMO energy (alpha / beta) is -7.81 / -8.07 eV. The energy above the lowest of the compared OMol25 structures with the same formula, charge and spin comes out at 645.6 kJ/mol. As for the multiplicity: 2. The orbital gap (alpha / beta) comes out at 8.031 / 8.041 eV. As for the net charge: +1. As for the strongest force on any atom: 7.0 eV/Å.

Geometry as XYZ:
```
13
Properties=species:S:1:pos:R:3:lowdin_spin:R:1
C -2.143 0.179 -0.202 0.005
C -0.600 0.167 -0.281 0.097
N 2.562 -0.089 -0.239 0.081
C 1.452 -0.525 0.653 0.060
N 0.099 -0.003 0.974 0.676
H -2.351 0.973 0.503 0.000
H -2.446 0.248 -1.197 -0.001
H -2.423 -0.793 0.182 0.001
H -0.336 -0.624 -0.988 0.016
H -0.237 1.133 -0.758 0.055
H 2.654 0.766 -0.721 0.003
H 2.295 0.098 1.018 -0.001
H 1.474 -1.529 1.057 0.008
```

---

Entry from the OMol25 dataset: the molecule C3H8N2O in a non-equilibrium geometry (the ωB97M-V functional and the def2-TZVPD basis).

The value obtained for the LUMO energy is 0.94 eV. The SMILES is CC/[N+]([O-])=N/C. The energy above the lowest of the compared OMol25 structures with the same formula, charge and spin comes out at 385.1 kJ/mol. The orbital gap comes out at 10.530 eV. As for the strongest force on any atom: 3.0 eV/Å.

Geometry as XYZ:
```
14
Properties=species:S:1:pos:R:3:nbo_charge:R:1
C 1.457 1.521 -0.274 -0.617
C -1.445 -1.976 -0.330 -0.470
C 0.188 1.187 0.557 -0.259
N -1.117 -0.606 -0.095 -0.258
N -0.054 -0.287 0.506 0.331
O 0.779 -1.049 1.001 -0.487
H 1.279 1.303 -1.302 0.208
H 1.595 2.606 -0.247 0.218
H 2.387 0.868 0.065 0.231
H -1.097 -2.658 0.411 0.213
H -0.968 -2.265 -1.306 0.219
H -2.618 -1.987 -0.395 0.216
H 0.228 1.735 1.499 0.227
H -0.612 1.608 -0.092 0.227
```

---

Entry from the OMol25 dataset: the molecule C3H8N2O in a non-equilibrium geometry (the ωB97M-V functional and the def2-TZVPD basis).

The value obtained for the LUMO energy is 0.78 eV. The SMILES is CCN(N)C=O. The energy above the lowest of the compared OMol25 structures with the same formula, charge and spin comes out at 210.8 kJ/mol. The orbital gap comes out at 10.393 eV. As for the strongest force on any atom: 2.7 eV/Å.

Geometry as XYZ:
```
14
Properties=species:S:1:pos:R:3:nbo_charge:R:1
C -1.743 -0.128 -0.385 -0.628
C -0.466 -0.563 0.355 -0.238
C 1.978 -0.631 -0.137 0.543
H -1.970 0.977 -0.138 0.208
H -2.651 -0.750 -0.066 0.224
H -1.591 -0.265 -1.523 0.221
H -0.567 -0.323 1.462 0.171
H -0.375 -1.651 0.340 0.212
H 0.639 1.683 1.028 0.337
H 0.264 1.946 -0.600 0.354
H 1.749 -1.686 0.027 0.098
N 0.722 0.077 -0.182 -0.328
N 0.915 1.486 0.028 -0.627
O 3.095 -0.172 -0.208 -0.547
```